{"formula": "C3H5LiO4Rh", "method": "ωB97M-V with the def2-TZVPD basis set", "total_energy_ev": -14532.630, "homo_lumo_gap_ev": [9.7, 6.0], "spin_multiplicity": 6, "s_squared": 8.761, "de_lowest_ev": 2.886, "e_lumo_ev": [-17.918, -22.488], "e_homo_ha": [-1.014, -1.048], "charge": 4, "symbols": ["O", "C", "C", "O", "O", "C", "Rh", "H", "H", "H", "H", "Li", "O", "H"], "xyz": [[0.174956, 0.561314, -0.046819], [-0.320647, 1.483941, -0.885295], [-0.682102, -0.275961, 0.612274], [0.532577, 2.239430, -1.443003], [-1.530850, 1.592273, -1.134440], [-0.058829, -1.569568, 0.940462], [-1.067189, 3.091344, -2.293786], [-1.661407, -0.358477, 0.125757], [-0.495753, -2.086825, 1.835435], [-0.290536, -0.343218, 1.868178], [-0.456705, -2.382960, 0.260770], [2.400358, 2.360533, -1.174480], [1.562904, -1.701409, 0.588496], [1.893223, -2.610416, 0.746451]], "forces_ev_per_angstrom": [[-0.1674, -1.0455, 1.4892], [-0.1061, -0.2892, 0.0891], [2.1385, 1.5652, -1.2217], [1.0683, -1.3555, 1.3511], [0.1108, -2.1113, 1.8095], [2.0183, -4.4692, -0.9989], [-2.5239, 5.1468, -4.4814], [-0.7550, 0.1721, 1.2083], [1.2051, -0.1277, 0.6326], [-1.2937, 1.5433, -0.5853], [0.0371, 0.1263, -0.5477], [1.2931, 0.4888, -0.1301], [-3.5298, 1.9059, 1.0389], [0.5047, -1.5499, 0.3463]], "mulliken_spin": [0.169, -0.059, 0.379, 0.143, 0.178, 0.094, 2.774, -0.001, 0.047, 0.185, 0.119, 0.002, 0.988, -0.019]}